Record 1
56
Properties=species:S:1:pos:R:3:forces:R:3 method="wB97M-V/def2-TZVPD" multiplicity=2 relative_energy_ev=1.0288 total_energy_ha=-10037.328867 max_force_ha_per_bohr=0.0367 e_lumo_ev="-1.276 / -2.232"
Na -0.32513 0.14663 -0.17299 0.25 -0.55 -0.31
S 0.01001 -0.18164 3.06223 0.31 0.03 -0.36
C 1.55219 -0.25657 2.44983 0.39 0.77 1.29
N 2.61586 -0.39864 3.26548 -0.36 -0.69 -0.82
N 3.87819 -0.25535 2.89697 0.14 0.07 0.41
C 4.57273 0.97117 2.87572 -0.04 0.19 -0.46
C 5.94286 0.95238 3.11480 0.00 -0.12 -0.04
C 6.66438 2.13314 3.06665 -0.02 0.01 -0.01
C 6.01932 3.32856 2.78377 0.02 0.04 -0.01
C 4.64937 3.33883 2.54960 0.02 -0.01 0.00
C 3.91954 2.16433 2.59189 -0.18 -0.04 -0.04
N 1.71653 -0.37694 1.04481 -0.09 -0.74 -1.04
N 2.80294 -0.08232 0.53677 0.80 0.30 1.68
C 3.14783 -0.53632 -0.73063 -0.42 -0.02 -1.13
C 4.29420 0.02874 -1.29565 -0.15 0.01 0.22
C 4.70593 -0.36835 -2.55352 0.04 0.01 -0.11
C 3.98856 -1.33600 -3.24622 -0.05 0.08 0.04
C 2.85023 -1.90037 -2.68210 0.15 -0.11 -0.04
C 2.41827 -1.50294 -1.43196 0.14 0.01 0.36
H 4.46634 -1.04075 3.16446 -0.13 0.10 0.24
H 6.44017 0.01406 3.33653 0.00 0.02 0.01
H 7.73024 2.11741 3.25104 0.00 0.00 0.01
H 6.58160 4.25192 2.74334 0.00 -0.01 0.01
H 4.14545 4.26834 2.32131 -0.02 0.00 0.01
H 2.85493 2.16853 2.39020 0.01 0.03 0.02
H 4.83897 0.77798 -0.73421 -0.03 0.00 0.02
H 5.58512 0.07674 -3.00017 0.01 -0.01 0.02
H 4.31584 -1.64476 -4.23045 0.00 -0.03 0.00
H 2.29633 -2.65878 -3.22110 0.07 0.00 0.02
H 1.53567 -1.93844 -0.97641 -0.02 0.00 -0.11
Se -2.45445 -1.85867 -2.33752 -0.50 0.15 0.05
Se -0.45008 -2.15557 -3.37998 0.20 -0.02 -0.43
C 0.09537 -0.31361 -3.64469 -0.15 -0.08 0.19
C 0.18352 0.16265 -4.94440 0.02 -0.08 0.08
C 0.57551 1.47894 -5.13233 0.03 0.03 0.02
C 0.86041 2.25548 -4.02304 0.01 -0.01 -0.10
C 0.74579 1.68578 -2.76466 0.06 -0.06 -0.04
N 0.36992 0.41871 -2.56996 -0.12 0.17 -0.05
C -2.03492 -2.47815 -0.56578 0.27 -0.12 0.07
C -3.06212 -3.01452 0.19959 -0.03 0.08 -0.12
C -2.75436 -3.47905 1.46551 0.03 0.07 0.00
C -1.43997 -3.41776 1.90394 -0.03 -0.06 0.01
C -0.49129 -2.87272 1.05836 -0.03 -0.16 -0.02
N -0.77826 -2.39541 -0.15422 -0.07 0.03 0.12
H -0.07113 -0.48165 -5.77346 -0.01 0.01 -0.02
H 0.64169 1.89294 -6.13007 0.00 0.00 0.00
H 1.15378 3.29073 -4.12476 0.02 0.00 0.03
H 0.96194 2.26101 -1.87344 -0.06 0.03 -0.01
H -4.06581 -3.06135 -0.20078 -0.02 -0.03 0.05
H -3.52851 -3.89132 2.09902 -0.01 -0.01 -0.01
H -1.15521 -3.77597 2.88288 0.01 0.00 0.00
H 0.55038 -2.82667 1.35185 -0.02 0.09 0.05
Cl -2.69330 4.12103 0.00603 -0.03 0.08 -0.12
Ge -1.90697 2.69603 1.53371 0.03 -0.01 0.21
Cl -2.64236 0.75284 0.45753 -0.65 0.08 0.06
Cl 0.27025 2.51566 0.57720 0.22 0.47 0.10

---

Record 2
36
Properties=species:S:1:pos:R:3:forces:R:3 method="wB97M-V/def2-TZVPD" smiles=O.O.O.O.O.O.O.O.O.O.O.O relative_energy_ev=2.3165 total_energy_ha=-917.240229 max_force_ha_per_bohr=0.0562 e_lumo_ev=-0.301
O -19.30933 -8.37614 -8.23277 0.36 -0.23 0.99
H -18.45703 -8.55907 -8.65408 -0.47 0.05 0.01
H -19.90576 -8.05643 -8.89127 -0.45 0.21 -0.71
O -16.07760 -12.79052 -9.17428 -0.65 -0.65 -0.77
H -15.45500 -12.50609 -8.50865 0.14 -0.10 0.72
H -16.43457 -13.65962 -8.92218 0.59 0.46 0.07
O -15.88819 -12.17526 -3.58710 -0.14 -0.89 -0.24
H -15.84179 -11.69085 -2.76623 -0.21 0.49 -0.06
H -16.37310 -11.68263 -4.26396 0.23 0.22 0.65
O -16.56324 -7.37669 -6.74639 0.71 -1.85 -0.06
H -16.45006 -8.20512 -7.28426 -0.15 0.83 0.86
H -16.85946 -6.75775 -7.39112 -0.57 0.87 -0.52
O -16.92030 -8.54688 -9.44694 1.72 0.80 -1.04
H -16.52408 -7.80407 -9.93003 -1.22 0.84 -0.12
H -16.06644 -8.98516 -9.48133 0.10 -1.53 0.71
O -14.70429 -10.39032 -5.46914 1.41 -0.55 -0.27
H -15.19786 -10.51140 -6.28634 -0.21 0.89 -0.01
H -15.11765 -9.73394 -4.91155 -0.55 0.17 0.10
O -18.15145 -11.78046 -5.67582 2.55 -1.36 -0.09
H -17.82319 -12.56604 -6.19442 -0.86 1.11 0.85
H -19.02542 -11.56116 -5.90614 -1.75 0.14 -0.63
O -18.34517 -11.20882 -9.20100 0.08 0.38 -0.28
H -18.87196 -11.76565 -8.63673 -0.41 -0.18 0.27
H -17.66688 -11.79570 -9.55962 0.18 -0.30 -0.11
O -16.68667 -8.86900 -4.32438 1.50 0.22 -0.39
H -17.50100 -9.07078 -3.92399 -1.56 -0.39 0.78
H -16.87740 -8.31201 -5.08416 -0.10 0.47 -0.33
O -14.36874 -12.98402 -6.18368 -1.16 0.63 0.48
H -13.77469 -13.14144 -6.89285 1.00 -0.11 -0.83
H -14.38509 -12.01058 -6.00927 0.38 -0.97 0.44
O -18.18993 -10.02209 -11.71703 0.32 -0.40 -0.09
H -18.53176 -9.16439 -11.87156 -0.91 1.39 -1.55
H -18.01068 -9.80758 -10.80977 0.51 -0.95 1.32
O -16.43719 -10.48289 -7.38766 1.44 0.88 -0.02
H -16.93237 -10.60486 -8.18635 -1.01 -0.35 -0.60
H -17.00669 -10.70568 -6.65486 -0.84 -0.21 0.46

---

Record 3
8
Properties=species:S:1:pos:R:3:forces:R:3 method="wB97M-V/def2-TZVPD" smiles=N#CC#[N+]NC#N relative_energy_ev=4.2219 total_energy_ha=-333.316294 charge=+1 max_force_ha_per_bohr=0.2842 e_lumo_ev="-8.395 / -8.387"
N -3.01346 -0.25572 2.55215 8.66 0.39 -9.56
C -1.97950 -0.20650 1.40839 -9.83 -0.50 10.80
C -1.06014 -0.12203 0.50677 2.00 0.12 -2.13
N -0.30698 -0.04876 -0.40492 -1.32 0.00 1.25
N 0.73115 0.07213 -1.12056 0.27 0.12 -1.19
C 1.97796 0.16139 -0.61531 -0.55 -0.08 0.18
N 3.03290 0.23536 -0.19258 1.04 0.07 0.41
H 0.61807 0.16414 -2.13394 -0.26 -0.11 0.26